The following is a DFT calculation (ωB97M-V/def2-TZVPD) of a 2-piece molecular cluster, C21H37ClIN3O5P2S2 overall at a distorted geometry.

Calculated values
calculated total energy = -97955.321 eV

Geometry (Å):
C  2.091  -3.400  1.705
C  3.154  -3.173  0.629
C  3.885  -1.815  0.752
C  3.384  -0.833  -0.327
C  3.302  0.660  0.138
C  1.940  1.224  -0.178
C  0.891  0.986  0.716
C  1.170  0.176  1.954
C  1.577  1.078  3.151
C  -0.399  1.472  0.430
C  -1.514  1.134  1.393
C  -2.376  2.237  2.062
C  -3.763  1.627  2.330
S  -4.714  1.399  0.809
C  -4.791  -0.330  0.419
S  -6.203  -0.889  -0.143
N  -3.628  -1.127  0.549
C  -3.266  -1.895  -0.636
C  -2.903  -0.954  -1.793
C  -3.674  -1.942  1.783
C  -2.289  -2.073  2.446
C  -0.565  2.197  -0.767
I  -2.459  2.895  -1.308
C  0.502  2.423  -1.626
P  0.378  3.413  -3.264
O  -0.826  2.632  -3.998
Cl  -0.338  5.288  -2.659
N  1.745  1.917  -1.323
P  3.040  2.273  -2.578
N  3.979  0.891  -2.699
O  3.989  3.318  -1.758
H  1.924  -4.471  1.809
H  1.121  -2.991  1.422
H  2.383  -3.016  2.682
H  2.687  -3.246  -0.350
H  3.905  -3.957  0.698
H  3.770  -1.408  1.758
H  4.951  -1.982  0.611
H  2.405  -1.126  -0.704
H  4.064  -0.909  -1.164
H  3.467  0.687  1.208
H  4.054  1.268  -0.353
H  1.981  -0.517  1.795
H  0.327  -0.440  2.227
H  1.796  2.097  2.843
H  2.468  0.666  3.619
H  0.803  1.085  3.916
H  -2.213  0.505  0.822
H  -1.150  0.533  2.205
H  -1.932  2.450  3.039
H  -2.398  3.181  1.531
H  -3.679  0.667  2.836
H  -4.346  2.263  2.992
H  -3.980  -2.677  -0.905
H  -2.353  -2.434  -0.374
H  -1.839  -1.008  -2.011
H  -3.166  0.081  -1.594
H  -3.385  -1.333  -2.688
H  -3.988  -2.949  1.500
H  -4.383  -1.494  2.470
H  -1.578  -1.370  2.032
H  -2.386  -1.944  3.522
H  -1.881  -3.066  2.268
H  -1.497  3.248  -4.321
H  4.074  0.624  -3.671
H  4.911  1.064  -2.330
H  3.893  4.155  -2.229
C  -0.196  -0.998  -4.534
O  -1.294  -0.492  -4.873
O  0.892  -0.093  -4.747
O  0.080  -2.100  -4.060
H  0.370  0.638  -5.103